# 1
The following is a DFT calculation (wB97M-V/def2-TZVPD) of C3H9NS in the gas phase.

Values from the calculation:
energy above the lowest of the compared OMol25 structures with the same formula, charge and spin = 1.1412 eV
structure (SMILES) = C[C@@H](N)CS
E_HOMO = -8.97 eV
gap between HOMO and LUMO = 10.0 eV

CARTESIAN COORDINATES (ANGSTROEM)
C  0.15629  -1.40035  -1.41847
C  -0.56835  -0.27850  -0.52916
N  -1.97330  -0.55068  -0.31301
C  0.12803  -0.08661  0.80486
S  1.19674  1.25866  0.81091
H  0.19790  -1.26505  -2.58842
H  -0.39998  -2.37815  -1.20478
H  1.17014  -1.55897  -1.00449
H  -0.37612  0.64335  -1.12509
H  -2.33307  -0.88940  -1.14311
H  -2.22032  -1.31792  0.35568
H  -0.75696  -0.21624  1.50585
H  0.77110  -0.88969  0.94385
H  0.31670  2.18101  0.33370

Forces on atoms 1 to 3 (eV/Å):
-0.66 -0.96 -0.17
1.31 -0.80 -2.05
-0.20 0.12 1.85

Here are the natural (NBO) charges for atoms 1 to 5, given in e: number 1, C, carries -0.643; number 2, C, carries -0.049; number 3, N, carries -0.834; number 4, C, carries -0.578; number 5, S, carries 0.024

---

# 2
The following is a DFT calculation (wB97M-V/def2-TZVPD) of a 2-piece molecular cluster, C3H9NS overall.

Values from the calculation:
energy above the lowest of the compared OMol25 structures with the same formula, charge and spin = 1.2860 eV
structure (SMILES) = C/C=C\N.S
E_HOMO = -8.51 eV
gap between HOMO and LUMO = 9.2 eV

CARTESIAN COORDINATES (ANGSTROEM)
C  1.49640  -1.38648  -0.78388
C  1.43284  -0.33880  0.28287
C  0.45583  0.56227  0.40218
N  -0.76446  0.53158  -0.31981
H  0.96906  -1.12307  -1.70432
H  2.52907  -1.62238  -1.04470
H  1.06351  -2.33042  -0.43931
H  2.16882  -0.31479  1.07630
H  0.64021  1.43991  1.01083
H  -0.98109  1.32315  -0.91686
H  -0.80815  -0.31904  -0.86743
S  -3.37310  1.27753  0.90485
H  -2.73579  1.66718  2.01747
H  -2.09315  0.63335  0.38182

Forces on atoms 1 to 3 (eV/Å):
-0.02 -0.68 0.30
-0.64 0.22 0.04
0.60 0.44 -0.37

Here are the natural (NBO) charges for atoms 1 to 5, given in e: number 1, C, carries -0.664; number 2, C, carries -0.228; number 3, C, carries -0.024; number 4, N, carries -0.809; number 5, H, carries 0.206

---

# 3
The following is a DFT calculation (wB97M-V/def2-TZVPD) of C3H9NS as an isolated structure.

Values from the calculation:
energy above the lowest of the compared OMol25 structures with the same formula, charge and spin = 7.3410 eV
E_HOMO = -9.18 eV
gap between HOMO and LUMO = 9.1 eV

CARTESIAN COORDINATES (ANGSTROEM)
C  1.06627  1.12033  0.02846
C  -0.01977  -0.25152  -0.32701
C  -1.24109  -0.48150  0.48563
H  0.43283  2.32259  0.41758
H  1.58837  1.28902  -1.15720
H  2.20808  0.89726  1.11252
H  0.06779  -0.21988  -1.55865
H  1.10355  -1.44471  0.75582
H  1.76663  -1.42850  -0.68179
H  -1.26575  -1.69115  0.43824
H  -0.96382  -0.14262  1.53393
H  -2.57395  1.61537  -0.68890
N  0.72698  -1.48686  -0.21995
S  -2.89613  -0.09782  -0.13867

Forces on atoms 1 to 3 (eV/Å):
0.12 1.49 -0.28
4.26 1.97 -3.99
-0.28 -2.27 0.72

Here are the natural (NBO) charges for atoms 1 to 5, given in e: number 1, C, carries -0.695; number 2, C, carries -0.057; number 3, C, carries -0.614; number 4, H, carries 0.231; number 5, H, carries 0.224

---

# 4
The following is a DFT calculation (wB97M-V/def2-TZVPD) of a 2-piece molecular cluster, C3H9NS overall.

Values from the calculation:
energy above the lowest of the compared OMol25 structures with the same formula, charge and spin = 3.6854 eV
E_HOMO = -8.72 eV
gap between HOMO and LUMO = 7.6 eV

CARTESIAN COORDINATES (ANGSTROEM)
C  -0.17031  -2.63427  1.25204
N  -0.17410  -1.13792  1.35414
C  -0.28726  -0.34558  0.12679
C  0.30314  1.05798  0.20838
S  0.20997  1.69768  -1.43701
H  -0.28283  -3.09348  2.21515
H  -1.07526  -2.81610  0.65521
H  0.67743  -3.05378  0.69565
H  0.60682  -0.75356  1.89156
H  -1.28152  -0.20055  -0.20684
H  0.31082  -0.72374  -0.76372
H  1.38054  0.98246  0.64951
H  -0.31400  1.71664  0.83586
H  -1.23627  0.27587  -1.98243

Forces on atoms 1 to 3 (eV/Å):
-0.63 1.92 -1.47
0.52 0.15 0.38
2.39 -1.33 -0.22

Here are the natural (NBO) charges for atoms 1 to 5, given in e: number 1, C, carries -0.406; number 2, N, carries -0.640; number 3, C, carries -0.214; number 4, C, carries -0.589; number 5, S, carries 0.034

---

# 5
The following is a DFT calculation (wB97M-V/def2-TZVPD) of a 2-piece molecular cluster, C3H9NS overall.

Values from the calculation:
energy above the lowest of the compared OMol25 structures with the same formula, charge and spin = 3.7678 eV
E_HOMO = -9.26 eV
gap between HOMO and LUMO = 7.7 eV

CARTESIAN COORDINATES (ANGSTROEM)
C  1.64351  0.02343  -0.21495
C  0.16084  0.19431  0.11070
C  -0.90991  -0.58454  -0.82227
S  -2.51470  -0.24566  0.05385
N  0.07438  0.06377  1.63140
H  1.60849  0.45151  -1.23662
H  2.38029  0.67098  0.30805
H  2.01396  -0.98049  -0.35206
H  -0.18677  1.24210  -0.07327
H  -0.90603  -1.69320  -0.84227
H  -0.77745  -0.22856  -1.85906
H  -1.94217  1.76349  -0.43166
H  -0.91934  0.22971  1.84104
H  0.27489  -0.90686  1.88712

Forces on atoms 1 to 3 (eV/Å):
-0.42 1.56 -2.42
0.17 -0.46 2.05
0.51 0.03 1.92

Here are the natural (NBO) charges for atoms 1 to 5, given in e: number 1, C, carries -0.633; number 2, C, carries -0.045; number 3, C, carries -0.552; number 4, S, carries -0.003; number 5, N, carries -0.835

---

# 6
The following is a DFT calculation (wB97M-V/def2-TZVPD) of a 2-piece molecular cluster, C3H9NS2 overall.

Values from the calculation:
energy above the lowest of the compared OMol25 structures with the same formula, charge and spin = 1.0726 eV
structure (SMILES) = C=CN.CSS
E_HOMO = -8.46 eV
gap between HOMO and LUMO = 8.8 eV

CARTESIAN COORDINATES (ANGSTROEM)
C  0.29605  1.55522  -1.36231
C  -0.87698  1.19734  -0.84957
N  -1.85354  0.45111  -1.50541
H  0.74471  1.05039  -2.21139
H  0.99845  2.15187  -0.79474
H  -1.12328  1.51950  0.15665
H  -1.51005  -0.35059  -2.01971
H  -2.60897  0.19599  -0.88847
C  1.07871  -0.51999  2.16999
S  1.53101  -2.01329  1.24407
S  -0.18366  -2.28666  0.08255
H  0.38919  0.08685  1.58955
H  0.64084  -0.79745  3.12572
H  1.98771  0.04845  2.34262
H  0.48979  -2.28872  -1.07954

Forces on atoms 1 to 3 (eV/Å):
0.84 -0.61 0.38
0.19 0.22 -0.21
-0.10 -0.17 0.39

Here are the natural (NBO) charges for atoms 1 to 5, given in e: number 1, C, carries -0.513; number 2, C, carries 0.009; number 3, N, carries -0.815; number 4, H, carries 0.190; number 5, H, carries 0.201

---

# 7
The following is a DFT calculation (wB97M-V/def2-TZVPD) of a 2-piece molecular cluster, C3H9NS2 overall.

Values from the calculation:
energy above the lowest of the compared OMol25 structures with the same formula, charge and spin = 1.8241 eV
structure (SMILES) = C=CN.CSS
E_HOMO = -8.25 eV
gap between HOMO and LUMO = 8.5 eV

CARTESIAN COORDINATES (ANGSTROEM)
C  2.13524  -1.95144  2.27711
C  1.96466  -0.69638  2.75630
N  0.78927  -0.05217  2.77677
H  1.50468  -2.45636  1.64850
H  3.15965  -2.27560  2.55011
H  2.68108  -0.32685  3.56592
H  0.04199  -0.36685  2.21448
H  0.82049  0.92027  2.65132
C  0.34414  -0.79422  -1.93190
S  -1.42774  -0.10878  -1.87204
S  -1.08170  1.75508  -0.88416
H  0.87973  -1.04371  -1.02440
H  0.24895  -1.75940  -2.53790
H  0.97387  -0.09802  -2.49180
H  -2.34851  2.08304  -0.52348

Forces on atoms 1 to 3 (eV/Å):
3.56 2.68 2.16
1.19 -2.41 1.62
-1.40 1.22 0.24

Here are the natural (NBO) charges for atoms 1 to 5, given in e: number 1, C, carries -0.535; number 2, C, carries 0.015; number 3, N, carries -0.803; number 4, H, carries 0.192; number 5, H, carries 0.203

---

# 8
The following is a DFT calculation (wB97M-V/def2-TZVPD) of a 2-piece molecular cluster, C3H9NS3 overall.

Values from the calculation:
energy above the lowest of the compared OMol25 structures with the same formula, charge and spin = 2.7414 eV
E_HOMO (spin up / spin down) = -8.83 / -7.35 eV
gap between HOMO and LUMO (spin up / spin down) = 8.6 / 5.6 eV

CARTESIAN COORDINATES (ANGSTROEM)
C  0.87103  0.32835  2.63155
C  -0.84521  -2.84132  -1.06845
C  -0.36723  2.21730  -1.62203
N  1.74972  0.39383  1.54797
S  -0.99002  -1.16603  -0.50471
S  0.11584  2.30207  0.03428
S  1.64682  0.82636  0.12968
H  0.31397  1.25178  2.66453
H  1.30918  0.08846  3.60566
H  0.13392  -0.39863  2.42090
H  -0.24739  -2.92115  -2.01284
H  -1.82594  -3.18854  -1.29646
H  -0.36222  -3.46161  -0.19990
H  -1.22956  2.82517  -1.90934
H  -0.59972  1.18342  -1.98796
H  0.32681  2.56055  -2.43290

Forces on atoms 1 to 3 (eV/Å):
-0.58 0.90 0.45
2.43 -0.93 1.11
-0.12 -0.99 -4.02

Here are the natural (NBO) charges for atoms 1 to 5, given in e: number 1, C, carries -0.446; number 2, C, carries -0.811; number 3, C, carries -0.834; number 4, N, carries -0.699; number 5, S, carries 0.015

---

# 9
The following is a DFT calculation (wB97M-V/def2-TZVPD) of a 2-piece molecular cluster, C3H9NSi overall.

Values from the calculation:
energy above the lowest of the compared OMol25 structures with the same formula, charge and spin = 0.1693 eV
E_HOMO (spin up / spin down) = -6.27 / -9.88 eV
multiplicity = 3
gap between HOMO and LUMO (spin up / spin down) = 7.5 / 8.4 eV

CARTESIAN COORDINATES (ANGSTROEM)
C  -3.30477  0.38558  -1.16083
C  0.97268  0.71761  -0.87407
C  2.36313  0.68442  1.79661
N  -3.32862  0.88200  -2.29310
Si  0.69170  0.31075  1.00334
H  -4.01265  0.52130  -0.38515
H  -2.55230  -0.42751  -1.17557
H  0.09414  1.11097  -1.41274
H  1.81112  1.38554  -0.86603
H  1.44880  -0.18429  -1.34460
H  2.90846  -0.27901  1.82466
H  3.00820  1.54833  1.54101
H  2.30244  0.74922  2.87372
H  -4.17574  1.53040  -2.54916

Forces on atoms 1 to 3 (eV/Å):
1.01 -2.00 -0.39
-0.32 -1.61 0.04
0.66 -1.01 1.45

Here are the natural (NBO) charges for atoms 1 to 5, given in e: number 1, C, carries -0.059; number 2, C, carries -1.085; number 3, C, carries -1.164; number 4, N, carries -0.593; number 5, Si, carries 0.809

---

| no. | maximum force (eV Å⁻¹) | total energy (Eh) |
| --- | --- | --- |
| 1 | 3.36 | -572.5982 |
| 2 | 1.88 | -572.5928 |
| 3 | 6.16 | -572.3703 |
| 4 | 3.75 | -572.5047 |
| 5 | 4.48 | -572.5016 |
| 6 | 1.11 | -970.7923 |
| 7 | 4.95 | -970.7647 |
| 8 | 4.15 | -1368.8833 |
| 9 | 4.56 | -463.7721 |